Record 1
C4H10O3 | the ωB97M-V functional and the def2-TZVPD basis

Last column: Löwdin charge in e.
Cartesian coordinates (Å):
C: 1.30938 -1.38858 2.28245  -0.006
C: 1.72548 -1.75875 1.07907  -0.195
C: 1.03973 -1.31887 -0.13845  -0.129
C: 0.80075 -0.10311 -0.62381  -0.196
O: 0.19184 -0.07485 -1.85494  -0.037
H: 1.83822 -1.63397 3.18963  0.046
H: 0.37588 -0.84260 2.36291  0.047
H: 2.54911 -2.43774 0.86924  0.098
H: 0.96812 -2.13216 -0.86567  0.113
H: 0.87101 0.86769 -0.14694  0.124
H: -0.41825 0.70303 -1.93433  0.041
O: -1.52977 1.94104 -2.36832  -0.046
H: -1.89627 2.05067 -1.47850  0.025
H: -2.21618 2.17400 -3.00894  0.069
O: -1.75670 1.55267 0.56623  -0.041
H: -2.49984 1.65438 1.17140  0.055
H: -1.35250 0.74715 0.89897  0.031

Forces on atoms 1 to 6 (eV/Å):
C 0.2 -0.2 0.1
C -0.4 0.7 -0.3
C 1.2 -0.8 -0.3
C -1.6 -0.5 -0.6
O -0.1 0.8 0.2
H 0.0 -0.2 0.1

The value obtained for the energy above the lowest of the compared OMol25 structures with the same formula, charge and spin is 48.0 kcal per mole. The value obtained for the electronic energy is -10451.161 eV.

Record 2
C31H49B2CoN14O | the ωB97M-V functional and the def2-TZVPD basis

Last column: Mulliken spin population.
Cartesian coordinates (Å):
Co: 0.66326 -0.28958 0.85736  1.091
C: 0.47038 -3.25650 -1.67446  -0.030
C: 1.28404 -3.42182 -0.38750  0.065
C: 2.04104 -4.74548 -0.38922  0.001
C: 0.37298 -3.30868 0.79391  -0.024
C: -0.10984 -4.32962 1.61151  0.003
C: -0.92347 -3.69143 2.52301  0.005
N: -0.91739 -2.38400 2.25343  0.022
N: -0.13968 -2.13579 1.19451  -0.040
B: -1.75733 -1.33617 2.96837  0.004
N: -2.75543 -0.74326 1.97256  0.001
C: -4.08542 -0.65580 2.11473  0.000
C: -4.55848 0.25478 1.19532  0.001
C: -3.40736 0.69476 0.52653  0.008
N: -2.33331 0.05728 0.99559  0.009
C: -3.30996 1.86200 -0.40474  -0.005
C: -4.49585 1.91395 -1.37471  0.000
C: -1.97670 1.96996 -1.18023  0.067
N: -0.88527 -0.17403 3.45242  0.024
C: -0.97987 0.37455 4.67023  0.004
C: -0.11874 1.44438 4.73826  0.004
C: 0.49501 1.48998 3.48434  0.034
N: 0.00490 0.51331 2.71316  0.013
C: 1.51848 2.47900 3.04356  -0.018
C: 0.82432 3.72067 2.47537  0.005
C: 2.44352 2.86704 4.19482  -0.001
H: 1.11487 -3.35365 -2.54404  0.000
H: -0.30056 -4.01996 -1.72788  -0.001
H: -0.00502 -2.27739 -1.68639  0.026
H: 2.01713 -2.61247 -0.32828  -0.008
H: 1.35160 -5.58193 -0.46828  0.000
H: 2.71865 -4.78150 -1.23912  0.000
H: 2.62371 -4.85443 0.52273  0.000
H: 0.10159 -5.37590 1.55484  0.000
H: -1.49047 -4.08102 3.34072  0.000
H: -2.32222 -1.82455 3.88423  0.000
H: -4.60414 -1.22426 2.85859  0.000
H: -5.56962 0.56915 1.03855  0.000
H: -3.35480 2.75966 0.22790  0.001
H: -4.60058 0.98155 -1.92647  0.000
H: -5.41977 2.07427 -0.82835  0.000
H: -4.38376 2.73345 -2.08238  0.000
H: -0.02416 2.29496 -0.82568  -0.030
H: -1.95656 2.99754 -1.56608  0.010
H: -0.90232 1.97042 0.56089  0.013
H: -1.65187 -0.02586 5.39966  0.000
H: 0.04841 2.09696 5.56816  0.000
H: 2.12884 2.02906 2.26092  0.007
H: 0.24653 4.22049 3.25029  0.000
H: 1.56738 4.41417 2.09228  -0.001
H: 0.15293 3.45045 1.66309  -0.005
H: 1.91738 3.43198 4.95986  0.000
H: 2.87561 1.98272 4.65543  0.000
H: 3.24909 3.48390 3.80834  0.000
B: 4.37196 -0.87416 -0.05586  0.015
N: 3.35889 -0.68579 -1.20480  -0.001
C: 3.50007 -1.13603 -2.44241  0.022
C: 2.35825 -0.83385 -3.18298  0.012
C: 1.52528 -0.17631 -2.30627  0.016
N: 2.16099 -0.10043 -1.11382  -0.030
N: 3.68779 -0.96289 1.33336  0.000
C: 4.45574 -1.20636 2.39802  0.005
C: 3.64619 -1.50315 3.47810  -0.003
C: 2.35825 -1.40419 2.97731  0.013
N: 2.39653 -1.07198 1.67885  -0.040
H: 4.90790 -1.91896 -0.26651  0.000
H: 5.11484 0.04897 -0.06975  -0.001
H: 4.39216 -1.64303 -2.75012  0.001
H: 2.17663 -1.06741 -4.21194  0.000
H: 0.55555 0.26281 -2.41092  0.023
H: 5.52402 -1.17567 2.32026  -0.001
H: 3.95142 -1.74910 4.47389  0.000
H: 1.43764 -1.57826 3.49893  0.001
C: -1.62629 -0.96599 -4.24504  0.000
C: -2.47323 -1.27973 -3.02010  0.000
N: -2.24793 -0.24417 -2.03754  -0.001
C: -1.99920 1.01088 -2.34770  -0.013
N: -0.76611 1.69636 -0.40801  -0.016
C: 0.45601 3.46250 -2.25708  0.870
C: 0.12819 3.01275 -3.63527  -0.079
C: -1.36428 2.75748 -3.94767  0.051
N: -1.79773 1.41124 -3.59073  -0.006
C: -1.92377 0.46026 -4.69345  0.000
H: -1.85567 -1.65570 -5.05360  0.000
H: -0.57281 -1.06072 -3.98971  0.000
H: -2.22341 -2.24601 -2.58416  0.000
H: -3.53181 -1.30018 -3.29982  0.000
H: -2.32441 -0.44207 -1.03535  0.002
H: 1.47458 3.35720 -1.92354  0.035
H: -0.07186 4.32303 -1.87793  -0.009
H: 0.70310 2.11778 -3.88080  -0.004
H: 0.44765 3.79933 -4.33501  0.088
H: -1.51785 2.86075 -5.02213  -0.009
H: -1.98246 3.51215 -3.45938  -0.001
H: -1.23461 0.75464 -5.48629  0.000
H: -2.94206 0.52441 -5.09199  0.000
O: 2.71223 1.46836 0.36260  0.444
N: 1.76194 0.79397 -0.07532  0.352

Forces on atoms 1 to 6 (eV/Å):
Co -0.4 -1.5 0.9
C 0.1 0.0 0.2
C 0.0 0.0 -0.1
C 0.0 0.3 0.0
C 0.0 0.0 0.1
C 0.0 0.1 0.0

The value obtained for the energy above the lowest of the compared OMol25 structures with the same formula, charge and spin is 0.0 kcal per mole. The value obtained for the electronic energy is -94824.345 eV. The expectation value of S² is 4.00. The spin multiplicity is 4. Its charge is +1.

Record 3
C9H34NO6 | the ωB97M-V functional and the def2-TZVPD basis

Last column: Löwdin charge in e.
Cartesian coordinates (Å):
N: -0.05724 -0.31220 0.71673  0.044
H: 0.30976 -0.81401 -0.07926  -0.131
H: 0.30057 0.62814 0.80524  -0.155
H: 0.09045 -0.84606 1.56129  -0.135
H: -1.06258 -0.29716 0.62100  -0.236
O: 0.38289 -1.04278 2.64121  0.089
H: 1.07328 -1.69479 2.76151  0.117
H: 0.32016 -0.60067 3.48787  0.133
O: 0.51274 1.44705 1.48661  0.036
H: 1.40526 1.42411 1.14147  -0.051
H: 0.38801 2.35297 1.76942  0.134
O: 0.54686 -1.88151 -0.33781  0.037
H: 0.88870 -2.39459 -1.07003  0.123
H: 0.25169 -2.53514 0.29613  0.118
C: -2.82131 -2.42841 0.57945  -0.006
C: -2.71021 -1.04937 0.02401  -0.474
C: -4.01284 -0.31165 -0.19895  -0.015
O: -2.03373 -0.21026 0.87556  0.053
H: -1.85503 -2.70753 0.99955  0.066
H: -3.13476 -3.20862 -0.11418  0.106
H: -3.34838 -2.47792 1.53226  0.096
H: -2.22027 -1.04428 -0.94966  0.120
H: -3.74914 0.71901 -0.43621  0.076
H: -4.67127 -0.19549 0.66191  0.097
H: -4.50468 -0.68347 -1.09782  0.101
H: -2.43791 -0.31352 1.74019  0.180
C: 2.88713 0.08571 1.57694  -0.041
C: 3.01211 0.59521 0.20378  -0.378
C: 2.71822 -0.46292 -0.89449  -0.018
O: 2.02990 1.61609 0.01710  -0.106
H: 3.03235 0.88800 2.30037  0.113
H: 3.64255 -0.64446 1.86727  0.109
H: 1.94042 -0.42511 1.75275  0.055
H: 4.02817 0.81477 -0.12413  0.153
H: 1.63066 -0.50884 -0.95111  0.031
H: 3.17082 -1.39676 -0.56103  0.101
H: 3.08646 -0.08746 -1.84924  0.102
H: 2.46705 2.39978 -0.32398  0.138
C: 0.61722 2.48927 -1.76500  -0.038
C: 0.04557 1.11211 -2.18273  -0.466
C: -1.11175 0.75728 -1.24523  -0.013
O: -0.39045 1.34448 -3.43396  0.013
H: 0.69886 2.51082 -0.67828  0.054
H: -0.07073 3.29651 -2.01637  0.097
H: 1.55461 2.87619 -2.16464  0.089
H: 0.85497 0.39488 -2.04647  0.105
H: -0.81705 0.98502 -0.22084  0.085
H: -1.13202 -0.32655 -1.35923  0.073
H: -2.11037 1.16494 -1.40227  0.110
H: 0.36434 0.99939 -3.91646  0.110

Forces on atoms 1 to 6 (eV/Å):
N 4.9 -1.6 -3.7
H -1.0 3.9 1.2
H -1.9 -2.8 -2.1
H -0.7 1.2 -3.5
H 4.8 -0.1 -0.4
O 1.5 -3.1 8.6

The value obtained for the energy above the lowest of the compared OMol25 structures with the same formula, charge and spin is 409.3 kcal per mole. The value obtained for the electronic energy is -23637.232 eV. Its charge is +1.

Record 4
C5H8O2 | the ωB97M-V functional and the def2-TZVPD basis

Last column: Löwdin charge in e.
Cartesian coordinates (Å):
C: -1.48951 -0.29288 1.24000  0.001
C: -0.06573 0.18588 1.13106  -0.356
O: 0.52076 0.68080 2.07556  0.090
C: 0.72172 -0.02842 -0.13595  -0.473
O: 2.04249 -0.36840 0.14404  0.030
C: 0.47987 0.87647 -1.32312  -0.044
C: 0.13522 -0.58683 -1.38942  -0.061
H: -1.90008 0.01036 2.20419  0.087
H: -2.12963 0.06618 0.42818  0.086
H: -1.47778 -1.38866 1.18244  0.101
H: 2.26846 0.15571 0.93061  0.101
H: 1.39076 1.19490 -1.82206  0.113
H: -0.31798 1.61393 -1.29966  0.108
H: -0.91691 -0.85965 -1.39951  0.100
H: 0.77901 -1.23956 -1.97008  0.115

Forces on atoms 1 to 6 (eV/Å):
C -0.1 0.0 0.0
C 0.1 0.1 0.2
O -0.2 -0.2 -0.3
C -0.2 0.0 0.0
O 0.1 0.1 0.1
C 0.0 0.2 -0.1

The value obtained for the energy above the lowest of the compared OMol25 structures with the same formula, charge and spin is 27.0 kcal per mole. The value obtained for the electronic energy is -9408.660 eV.